(1)
109
Properties=species:S:1:pos:R:3:mulliken_charge:R:1 method="wB97M-V/def2-TZVPD" gap_ev=9.849 charge=-1 de_lowest_kcal_mol=0.00
O -2.852 0.079 1.215 -0.407
C -1.749 -0.115 0.811 0.475
O -1.010 0.656 0.049 -0.703
B 0.363 0.110 -0.059 1.396
O 0.293 -1.198 0.588 -0.701
C -0.918 -1.412 1.053 0.414
O -1.285 -2.383 1.651 -0.605
O 1.383 0.994 0.542 -0.735
C 2.067 1.568 -0.422 0.267
O 2.898 2.428 -0.310 -0.597
C 1.595 0.967 -1.773 0.479
O 0.695 0.053 -1.493 -0.291
O 1.990 1.301 -2.849 -0.503
C -3.775 -4.168 5.418 -1.581
C -2.967 -4.433 4.164 1.698
C -1.524 -4.033 4.347 -1.297
O -3.060 -5.857 3.909 -0.660
H -4.024 -3.105 5.448 0.258
H -3.137 -4.341 6.289 0.407
H -4.645 -4.812 5.479 0.385
H -3.401 -3.920 3.301 -0.398
H -0.918 -4.001 3.441 0.162
H -0.991 -4.751 4.986 0.395
H -1.356 -3.085 4.869 0.365
H -2.591 -6.019 3.082 0.337
C -1.070 -2.169 -2.834 -0.976
C -0.880 -1.188 -3.989 1.121
C 0.254 -1.598 -4.908 -1.228
O -2.129 -1.142 -4.718 -0.629
H -0.218 -2.133 -2.149 0.274
H -1.108 -3.184 -3.229 0.404
H -1.960 -1.909 -2.256 0.119
H -0.690 -0.171 -3.642 -0.047
H 0.080 -1.323 -5.948 0.387
H 0.460 -2.669 -4.864 0.286
H 1.149 -1.051 -4.599 0.168
H -2.823 -1.173 -4.048 0.219
C -5.732 -2.343 1.854 -0.777
C -6.052 -0.971 2.416 0.460
C -5.390 -0.773 3.775 -1.258
O -5.700 0.057 1.523 -0.552
H -5.904 -3.127 2.600 0.423
H -4.662 -2.411 1.623 -0.147
H -6.294 -2.593 0.955 0.301
H -7.128 -0.885 2.602 0.319
H -5.631 0.221 4.157 0.330
H -4.303 -0.866 3.693 0.208
H -5.772 -1.485 4.509 0.428
H -4.739 0.161 1.530 0.426
C 3.788 4.786 -5.183 -0.748
C 2.781 3.711 -5.533 -0.229
O 1.780 3.619 -4.506 -0.500
H 4.235 4.564 -4.210 0.072
H 3.300 5.756 -5.095 0.271
H 4.590 4.874 -5.921 0.334
H 3.257 2.733 -5.634 0.248
H 2.248 3.975 -6.449 0.278
H 2.026 2.889 -3.925 0.336
C 6.872 4.226 0.363 -1.281
C 6.198 3.587 -0.830 0.325
O 5.061 4.365 -1.259 -0.552
H 7.284 5.205 0.122 0.322
H 7.688 3.588 0.719 0.368
H 6.176 4.301 1.200 0.271
H 5.805 2.615 -0.539 -0.053
H 6.879 3.463 -1.676 0.294
H 4.300 3.782 -1.160 0.334
C 3.335 -2.432 2.344 -0.734
C 2.980 -3.546 3.315 -0.260
O 4.143 -4.324 3.632 -0.544
H 2.497 -1.744 2.258 0.076
H 3.623 -2.831 1.371 0.263
H 4.238 -1.954 2.732 0.414
H 2.215 -4.185 2.867 0.239
H 2.575 -3.109 4.229 0.234
H 3.976 -5.219 3.332 0.322
C 1.027 5.528 -0.063 -0.734
C 2.142 5.864 0.923 -0.153
O 2.584 4.722 1.657 -0.558
H 1.405 5.034 -0.961 0.200
H 0.499 6.426 -0.400 0.405
H 0.259 4.883 0.376 0.035
H 1.824 6.620 1.634 0.357
H 2.988 6.225 0.323 0.177
H 2.616 3.975 1.048 0.283
C -2.338 -4.798 -0.433 -0.460
O -2.576 -4.824 0.947 -0.454
H -1.671 -3.991 -0.745 -0.016
H -1.880 -5.735 -0.770 0.331
H -3.279 -4.703 -0.990 0.268
H -2.201 -4.028 1.343 0.416
C 5.101 0.717 -2.335 -0.324
O 6.243 -0.021 -2.777 -0.595
H 4.213 0.102 -2.540 0.283
H 5.089 0.779 -1.251 0.144
H 4.962 1.668 -2.842 0.162
H 6.408 0.215 -3.692 0.317
C -4.918 -0.656 -1.860 -0.274
O -4.834 -0.513 -3.284 -0.544
H -4.003 -0.308 -1.371 -0.067
H -5.706 -0.020 -1.453 0.428
H -5.075 -1.706 -1.623 0.160
H -5.470 0.145 -3.570 0.301
C -1.994 3.258 2.079 -0.183
O -2.662 3.714 0.914 -0.548
H -0.950 2.993 1.873 -0.011
H -1.928 4.012 2.866 0.369
H -2.475 2.358 2.466 0.015
H -2.086 3.570 0.160 0.349


(2)
125
Properties=species:S:1:pos:R:3:mulliken_charge:R:1 method="wB97M-V/def2-TZVPD" gap_ev=7.024 charge=0 de_lowest_kcal_mol=18.17
Hg -1.525 -0.652 -2.412 1.390
C 0.091 -0.508 -0.172 -0.520
O -0.593 -1.560 -0.493 0.458
O 0.991 -0.487 0.710 0.410
O -0.179 0.537 -0.920 -0.213
O -2.068 -3.009 -2.521 -0.775
S -1.844 -4.393 -2.161 1.147
O -2.804 -5.109 -1.348 -0.714
O -1.676 -5.208 -3.563 -0.328
C -1.805 -6.636 -3.557 -0.232
C -0.555 -7.323 -4.095 -1.169
C -0.200 -4.609 -1.422 -0.471
H -2.549 -6.783 -4.348 0.328
H -2.247 -7.034 -2.646 0.348
H -0.764 -8.319 -4.473 0.385
H 0.189 -7.435 -3.298 0.286
H -0.029 -6.691 -4.810 0.300
H 0.581 -4.308 -2.115 0.399
H -0.130 -5.624 -1.045 0.549
H -0.211 -3.887 -0.601 -0.377
O 2.190 -5.187 3.573 -0.689
S 1.296 -4.564 2.635 1.102
O 0.562 -5.361 1.671 -0.574
O 0.165 -3.775 3.500 -0.482
C -0.736 -2.918 2.762 0.800
C -1.851 -2.574 3.753 -1.518
C 2.098 -3.190 1.800 0.262
H -1.133 -3.491 1.924 0.623
H -0.201 -2.032 2.412 -0.576
H -2.328 -3.508 4.048 0.400
H -2.624 -1.968 3.283 0.300
H -1.406 -2.100 4.625 0.359
H 3.066 -3.534 1.431 0.594
H 2.285 -2.386 2.509 -0.312
H 1.514 -2.816 0.961 -0.533
O -3.413 -0.572 -0.932 -0.659
S -3.895 -0.192 0.375 0.923
O -4.997 0.725 0.583 -0.655
O -4.318 -1.541 1.174 -0.267
C -4.557 -2.747 0.426 0.244
C -5.004 -3.846 1.378 -1.249
C -2.556 0.433 1.356 0.917
H -3.721 -3.016 -0.221 -0.160
H -5.341 -2.510 -0.303 0.480
H -5.009 -4.772 0.805 0.378
H -6.003 -3.668 1.769 0.360
H -4.279 -3.918 2.188 0.193
H -1.978 -0.393 1.763 -0.953
H -2.940 1.064 2.151 0.726
H -1.962 0.992 0.629 -0.661
O -2.203 1.605 -2.711 -0.272
S -2.692 2.956 -2.636 0.829
O -3.290 3.602 -3.775 -0.672
O -3.742 2.963 -1.415 -0.228
C -4.576 4.117 -1.319 -0.335
C -5.185 4.103 0.085 -0.882
C -1.420 4.021 -1.927 -0.442
H -5.456 4.038 -1.963 0.222
H -4.134 5.062 -1.641 0.505
H -5.629 3.124 0.237 0.195
H -5.963 4.866 0.162 0.456
H -4.499 4.345 0.897 0.028
H -0.797 4.426 -2.723 0.438
H -0.736 3.392 -1.355 -0.280
H -1.887 4.799 -1.333 0.400
O 1.327 4.993 0.380 -0.578
S 0.935 4.549 1.696 1.183
O 1.701 4.868 2.862 -0.666
O -0.651 4.949 1.878 -0.245
C -1.142 4.941 3.235 -0.211
C -2.316 5.889 3.204 -1.095
C 0.665 2.756 1.667 0.714
H -0.348 5.178 3.941 0.505
H -1.487 3.942 3.532 0.182
H -3.041 5.631 2.436 0.048
H -1.885 6.874 3.004 0.322
H -2.870 6.054 4.130 0.413
H -0.095 2.577 0.906 -0.196
H 0.444 2.359 2.650 0.636
H 1.549 2.344 1.181 -1.248
O 4.254 0.988 -0.855 -0.620
S 3.618 2.272 -0.872 1.073
O 3.745 3.198 0.230 -0.642
O 4.059 3.063 -2.240 -0.262
C 3.844 4.471 -2.315 0.154
C 3.596 4.851 -3.764 -1.345
C 1.909 2.014 -1.313 1.895
H 4.730 4.945 -1.890 0.325
H 3.012 4.831 -1.704 0.043
H 4.419 4.436 -4.350 0.313
H 3.507 5.927 -3.918 0.439
H 2.674 4.498 -4.233 0.274
H 1.346 2.932 -1.170 0.340
H 1.560 1.205 -0.667 -2.632
H 1.960 1.668 -2.343 0.595
O 0.653 -1.642 -3.012 -0.543
S 2.072 -1.722 -3.250 0.657
O 2.673 -2.803 -3.991 -0.689
O 2.475 -0.279 -3.939 -0.161
C 3.703 -0.246 -4.677 -0.503
C 4.299 1.145 -4.469 -0.825
C 2.946 -1.537 -1.718 -0.301
H 3.473 -0.492 -5.714 0.404
H 4.466 -0.977 -4.401 0.392
H 4.974 1.211 -3.620 0.284
H 3.571 1.926 -4.265 -0.047
H 4.822 1.434 -5.382 0.456
H 2.428 -0.815 -1.093 -0.531
H 3.979 -1.336 -1.985 0.650
H 2.975 -2.510 -1.223 0.408
O 2.565 1.955 3.855 -0.545
S 3.536 0.880 3.856 1.155
O 4.900 1.050 4.280 -0.692
O 2.884 -0.307 4.738 -0.396
C 1.494 -0.516 4.656 0.801
C 1.211 -1.845 5.371 -1.334
C 3.519 0.094 2.249 0.312
H 1.100 -0.642 3.637 -0.402
H 0.802 0.240 5.035 0.386
H 1.956 -2.577 5.062 0.290
H 0.233 -2.244 5.113 0.037
H 1.262 -1.646 6.441 0.493
H 4.080 0.788 1.625 0.478
H 2.489 0.045 1.898 -0.980
H 4.055 -0.849 2.304 0.496


(3)
106
Properties=species:S:1:pos:R:3:mulliken_charge:R:1 method="wB97M-V/def2-TZVPD" gap_ev=8.783 charge=0
C 15.373 42.790 -38.098 -0.700
O 14.371 43.847 -37.988 -0.348
C 13.591 44.076 -39.152 -0.873
C 12.614 45.187 -39.071 0.668
C 11.539 45.271 -37.959 -1.314
N 11.778 45.072 -40.211 -0.738
H 15.839 42.871 -39.080 0.289
H 14.962 41.789 -37.969 0.279
H 16.146 42.810 -37.329 0.256
H 14.263 44.260 -39.990 0.338
H 13.110 43.115 -39.338 0.376
H 13.254 46.063 -39.178 0.236
H 10.635 45.851 -38.142 0.387
H 11.952 45.749 -37.071 0.325
H 11.149 44.277 -37.741 0.327
H 11.424 46.001 -40.386 0.255
H 12.392 44.916 -40.997 0.237
C 29.427 37.262 -30.975 -0.719
O 29.934 37.805 -32.173 -0.399
C 29.059 37.607 -33.307 -0.770
C 27.645 38.270 -33.282 0.862
C 26.742 38.217 -34.447 -1.514
N 27.781 39.639 -32.764 -0.685
H 28.742 37.923 -30.444 0.261
H 30.261 36.943 -30.350 0.287
H 28.893 36.334 -31.177 0.301
H 29.716 37.946 -34.108 0.366
H 28.812 36.566 -33.515 0.391
H 27.048 37.737 -32.542 0.127
H 27.106 38.817 -35.281 0.386
H 25.727 38.486 -34.155 0.341
H 26.846 37.222 -34.882 0.339
H 28.532 39.639 -32.089 0.209
H 26.933 40.094 -32.456 0.218
C 29.541 30.974 -40.584 -0.787
O 28.429 31.929 -40.465 -0.411
C 28.806 33.217 -40.962 -0.663
C 27.622 34.082 -41.190 0.266
C 27.074 34.545 -39.732 -1.421
N 26.525 33.343 -41.656 -0.812
H 29.239 29.939 -40.420 0.293
H 30.385 31.416 -40.055 0.300
H 29.817 30.735 -41.612 0.310
H 29.541 33.687 -40.308 0.432
H 29.263 33.260 -41.951 0.378
H 27.822 34.847 -41.940 0.300
H 27.853 35.146 -39.264 0.333
H 26.885 33.688 -39.086 0.388
H 26.097 35.027 -39.701 0.407
H 25.812 33.643 -41.006 0.326
H 26.841 32.452 -41.301 0.364
C 15.680 31.648 -37.801 -0.686
O 14.382 32.176 -37.639 -0.320
C 13.316 31.187 -37.626 -0.885
C 11.962 31.941 -37.446 0.615
C 11.751 32.621 -36.049 -1.297
N 10.909 30.940 -37.645 -0.727
H 16.410 32.450 -37.903 0.206
H 15.674 30.899 -38.593 0.289
H 15.911 31.115 -36.878 0.303
H 13.357 30.642 -38.570 0.409
H 13.565 30.444 -36.868 0.371
H 11.972 32.629 -38.291 0.245
H 12.752 32.908 -35.725 0.300
H 11.342 31.947 -35.298 0.366
H 11.146 33.524 -36.132 0.336
H 10.968 30.532 -38.567 0.222
H 10.053 31.467 -37.555 0.252
C 16.207 36.978 -30.240 -0.618
O 14.834 37.089 -30.596 -0.375
C 14.490 38.014 -31.608 -0.811
C 13.105 37.789 -32.291 0.554
C 12.931 38.763 -33.458 -1.464
N 12.083 37.908 -31.272 -0.681
H 16.270 36.400 -29.318 0.237
H 16.493 38.012 -30.043 0.288
H 16.645 36.447 -31.086 0.248
H 14.636 39.027 -31.234 0.347
H 15.181 37.822 -32.429 0.406
H 13.083 36.784 -32.713 0.193
H 13.094 39.824 -33.267 0.362
H 12.057 38.569 -34.080 0.367
H 13.709 38.598 -34.203 0.386
H 11.832 38.856 -31.031 0.285
H 12.639 37.778 -30.439 0.275
Br 24.828 32.946 -30.857 -0.157
C 23.316 33.463 -29.719 -0.564
C 23.224 32.668 -28.460 -0.542
Br 22.226 33.662 -27.056 -0.160
H 22.433 33.425 -30.358 0.352
H 23.610 34.495 -29.530 0.335
H 24.203 32.449 -28.034 0.363
H 22.807 31.685 -28.677 0.371
Br 19.702 44.275 -33.218 -0.179
C 20.379 42.702 -32.057 -0.684
C 21.136 41.566 -32.862 -0.517
Br 21.987 40.322 -31.539 -0.158
H 19.504 42.295 -31.550 0.386
H 20.948 43.053 -31.196 0.412
H 21.909 41.929 -33.539 0.374
H 20.411 41.104 -33.532 0.364
Cl 19.971 35.452 -35.047 -0.137
C 19.578 36.528 -36.423 -0.220
Cl 21.119 37.296 -37.044 -0.155
H 19.312 35.839 -37.225 0.200
H 18.712 37.181 -36.321 0.310


(4)
110
Properties=species:S:1:pos:R:3:mulliken_charge:R:1 method="wB97M-V/def2-TZVPD" gap_ev=8.167 charge=0 de_lowest_kcal_mol=68.14
C -7.751 -18.753 0.631 -1.847
C -8.394 -19.869 -0.117 1.944
C -9.002 -20.958 0.852 -1.673
C -9.664 -19.182 -0.746 -0.581
C -10.257 -20.091 -1.782 -0.377
C -9.168 -20.302 -2.865 -1.321
C -7.956 -21.013 -2.406 1.947
C -8.230 -22.559 -2.157 -1.946
C -6.856 -21.025 -3.435 -1.989
N -7.433 -20.363 -1.150 0.064
O -6.358 -20.998 -0.632 -0.441
H -8.476 -18.438 1.382 0.081
H -6.787 -18.945 1.102 0.457
H -7.588 -17.880 -0.001 0.397
H -10.040 -20.812 1.152 0.261
H -9.024 -21.958 0.418 0.291
H -8.502 -20.945 1.820 0.470
H -10.346 -18.993 0.083 0.006
H -9.305 -18.308 -1.290 0.030
H -10.593 -21.051 -1.391 0.243
H -10.978 -19.588 -2.425 0.380
H -8.860 -19.344 -3.284 0.069
H -9.640 -20.818 -3.701 0.592
H -9.030 -22.818 -1.464 0.268
H -7.316 -23.016 -1.780 0.514
H -8.396 -23.075 -3.103 0.453
H -6.545 -20.028 -3.747 0.424
H -7.147 -21.321 -4.442 0.446
H -5.926 -21.499 -3.123 0.347
H -6.850 -21.715 -0.225 0.456
O -11.155 -16.931 1.843 -0.326
C -11.127 -17.661 3.014 -0.063
C -10.842 -16.836 4.300 -0.552
O -11.179 -17.585 5.461 -0.530
H -12.020 -16.515 1.842 0.258
H -11.990 -18.327 3.004 0.175
H -10.224 -18.271 3.034 0.100
H -11.391 -15.897 4.236 0.311
H -9.848 -16.389 4.318 0.316
H -12.117 -17.783 5.421 0.319
O -14.538 -18.352 -1.195 -0.611
C -13.966 -18.434 0.120 0.366
C -14.146 -19.861 0.698 -0.619
O -13.273 -20.668 -0.006 -0.439
H -15.494 -18.346 -1.107 0.329
H -12.924 -18.116 0.096 -0.323
H -14.639 -17.830 0.729 0.381
H -15.131 -20.231 0.412 0.394
H -13.981 -19.983 1.768 0.265
H -13.669 -21.183 -0.712 0.273
O -17.023 -14.761 -0.583 -0.567
C -15.967 -14.804 -1.572 0.230
C -16.598 -14.228 -2.885 -0.623
O -16.713 -12.781 -2.770 -0.513
H -16.627 -14.837 0.288 0.307
H -15.069 -14.225 -1.357 0.235
H -15.770 -15.867 -1.707 0.046
H -17.534 -14.710 -3.167 0.386
H -15.994 -14.293 -3.790 0.223
H -17.260 -12.584 -2.006 0.313
O -12.598 -10.635 -3.260 -0.626
C -13.392 -11.806 -3.134 -0.267
C -12.953 -12.713 -4.261 0.213
O -13.387 -12.234 -5.512 -0.668
H -12.687 -10.240 -4.130 0.336
H -13.224 -12.359 -2.210 0.236
H -14.465 -11.666 -3.263 0.238
H -13.299 -13.723 -4.041 0.152
H -11.868 -12.773 -4.335 0.038
H -14.305 -12.492 -5.627 0.398
O -10.942 -11.418 -6.337 -0.587
C -10.376 -12.438 -7.106 -0.226
C -8.818 -12.542 -6.635 -0.712
O -8.703 -13.133 -5.336 -0.474
H -11.775 -11.717 -5.965 0.324
H -10.912 -13.368 -6.914 0.219
H -10.490 -12.142 -8.149 0.398
H -8.271 -11.607 -6.760 0.435
H -8.272 -13.221 -7.290 0.299
H -8.751 -12.375 -4.749 0.266
O -6.023 -12.796 -1.326 -0.512
C -5.299 -13.666 -0.535 -0.511
C -6.028 -15.004 -0.263 -0.172
O -7.133 -14.800 0.561 -0.499
H -6.570 -12.137 -0.892 0.288
H -4.425 -13.755 -1.180 0.308
H -4.977 -13.279 0.431 0.314
H -5.400 -15.689 0.305 0.275
H -6.444 -15.408 -1.186 0.198
H -7.960 -14.738 0.078 0.312
O -8.823 -18.865 -7.477 -0.562
C -8.280 -17.894 -6.539 0.230
C -8.915 -16.495 -6.779 -0.295
O -10.259 -16.267 -6.351 -0.502
H -9.762 -18.676 -7.533 0.310
H -8.481 -18.252 -5.529 -0.216
H -7.233 -17.974 -6.831 0.307
H -8.868 -16.264 -7.844 0.268
H -8.428 -15.708 -6.202 0.242
H -10.198 -15.805 -5.512 0.441
O -12.434 -15.200 -2.211 -0.354
C -11.232 -15.861 -1.821 -0.579
C -10.068 -15.010 -2.396 -0.342
O -10.269 -15.070 -3.787 -0.364
H -12.355 -15.437 -3.138 0.246
H -11.180 -15.806 -0.733 0.142
H -11.280 -16.919 -2.079 0.379
H -9.151 -15.519 -2.099 0.182
H -10.073 -13.943 -2.175 0.396
H -9.804 -14.362 -4.238 0.051


Number 1: HOMO -7.74 eV. Number 2: HOMO -8.88 eV. Number 3: HOMO -8.80 eV. Number 4: HOMO -8.16 eV.